Density functional theory data (the ωB97M-V functional and the def2-TZVPD basis) for a single C23H31NOS molecule.

```
! RIJCOSX wB97M-V def2-TZVPD def2/J DEFGRID3
* xyz 0 1
C 0.82 4.26 -3.11
C 0.85 3.00 -2.07
C -0.71 2.66 -1.77
C 1.63 1.75 -2.73
C 1.63 0.55 -1.64
C 0.68 -0.70 -1.74
C 0.73 -1.82 -0.64
O -0.16 -2.97 -0.68
C -0.84 -2.97 0.61
C -2.33 -3.61 0.57
C -2.61 -4.10 2.11
C -3.34 -2.39 0.31
C -3.05 -1.53 -1.01
C -4.41 -0.68 -1.30
C -2.77 -2.39 -2.34
C 1.72 -1.79 0.57
C 2.66 -0.55 0.67
C 2.59 0.59 -0.42
S 3.75 2.02 -0.11
C 3.62 2.19 1.75
C 3.58 3.57 2.44
C 3.43 3.61 3.99
C 3.32 2.29 4.79
C 3.38 0.89 4.09
C 3.54 0.81 2.52
N 3.59 -0.49 1.81
H 0.80 3.79 -4.16
H -0.13 4.87 -2.90
H 1.70 4.98 -2.94
H 1.32 3.30 -1.07
H -0.85 2.02 -0.83
H -1.28 3.65 -1.55
H -1.20 2.21 -2.70
H 1.05 1.40 -3.66
H 2.72 1.98 -3.00
H -0.04 -0.78 -2.63
H -0.96 -1.92 1.07
H -0.22 -3.62 1.35
H -2.43 -4.48 -0.15
H -2.34 -5.21 2.22
H -1.92 -3.45 2.77
H -3.68 -3.84 2.41
H -3.32 -1.67 1.21
H -4.42 -2.80 0.21
H -2.22 -0.77 -0.80
H -4.72 -0.02 -0.42
H -5.28 -1.44 -1.45
H -4.34 -0.07 -2.28
H -2.95 -3.49 -2.11
H -1.70 -2.30 -2.75
H -3.45 -2.00 -3.19
H 1.75 -2.63 1.35
H 3.63 4.49 1.76
H 3.36 4.59 4.56
H 3.18 2.36 5.92
H 3.33 -0.10 4.66
H 3.31 -1.25 2.45
*
```

SMILES ... CC(C)Cc1cc(OC[C@@H](C)CC(C)C)cc2c1Sc1ccccc1N2
E_tot ... -38716.5712 eV
Lowest unoccupied orbital energy ... 0.37 eV